(1)
16
Properties=species:S:1:pos:R:3:forces:R:3 method="wB97M-V/def2-TZVPD" homo_energy_ev=-14.72 total_charge=+1 lumo_ev=-3.638 homo_lumo_gap_ev=11.08
O -1.368 1.268 -1.342 -0.21 1.01 -0.10
C -1.696 1.263 -0.193 0.83 -3.84 0.81
C -0.610 0.840 0.890 -0.12 2.68 -1.04
N 0.585 0.365 0.162 0.81 -2.75 0.80
C 1.550 -0.566 0.958 -0.77 0.33 -0.91
H -2.711 1.032 0.162 -0.42 1.26 -0.13
H -0.962 0.225 1.720 0.14 -0.21 -0.42
H -0.318 1.824 1.250 0.02 0.03 0.90
H 1.199 1.099 -0.182 -0.71 0.18 -0.50
H 0.255 -0.327 -0.562 0.34 1.00 -0.65
H 1.491 -0.257 1.984 0.45 -0.01 0.45
H 1.184 -1.585 0.815 0.02 0.18 0.24
H 2.539 -0.492 0.485 -0.34 0.12 0.46
H -0.631 -2.234 -1.739 0.38 0.04 0.08
H -0.474 -0.979 -2.560 0.38 -0.01 0.20
O -0.032 -1.476 -1.847 -0.81 0.00 -0.18


(2)
9
Properties=species:S:1:pos:R:3:forces:R:3 method="wB97M-V/def2-TZVPD" homo_energy_ev="-8.70 / -7.38" lumo_ev="0.683 / -0.352" homo_lumo_gap_ev="9.38 / 7.03"
C -0.111 -1.460 0.069 -0.76 1.31 0.37
C -0.440 1.400 0.320 -0.46 -0.64 -0.49
O 1.195 -1.340 -0.010 1.14 -0.19 -0.30
F -1.566 1.635 -0.399 0.34 -0.06 0.16
Br 1.130 1.686 -0.711 -0.02 0.20 0.03
H -0.750 -1.357 -0.791 0.00 -0.02 -0.21
H -0.494 -1.783 1.020 0.01 -0.21 0.06
H -0.451 1.975 1.240 0.12 -0.11 0.10
H 1.489 -0.756 -0.738 -0.35 -0.29 0.27


(3)
54
Properties=species:S:1:pos:R:3:forces:R:3 method="wB97M-V/def2-TZVPD" homo_energy_ev="0.23 / 0.23" multiplicity=2 total_charge=-2 lumo_ev="4.528 / 4.513" homo_lumo_gap_ev="4.30 / 4.28"
Ru -0.227 0.072 -0.519 -0.12 -0.09 -0.08
N -0.163 -1.463 0.868 0.03 0.05 -0.08
C -1.181 -2.515 0.815 -0.02 0.02 0.04
C -1.492 -2.963 -0.609 0.01 -0.04 -0.01
C -2.368 -1.987 -1.387 -0.05 0.02 -0.01
N -1.625 -0.821 -1.875 -0.01 0.05 -0.07
H 0.768 -1.842 0.685 -0.01 -0.02 -0.02
H -0.136 -0.987 1.771 0.01 -0.08 0.01
H -2.088 -2.118 1.270 0.01 0.02 0.00
H -0.857 -3.378 1.408 0.00 -0.01 0.00
H -2.028 -3.917 -0.548 0.01 0.01 0.00
H -0.563 -3.154 -1.155 0.00 -0.01 0.00
H -3.151 -1.609 -0.727 0.00 -0.01 -0.01
H -2.852 -2.509 -2.221 0.02 0.01 0.00
H -2.264 -0.082 -2.163 -0.04 0.03 -0.02
H -1.074 -1.037 -2.702 -0.04 0.00 0.01
N 1.604 2.311 3.882 -0.01 -0.03 -0.01
N 1.905 1.419 2.810 -0.03 0.02 -0.03
N 2.751 2.005 1.860 0.03 0.02 0.03
C 2.188 1.673 0.729 -0.11 0.04 -0.05
N 1.021 1.029 0.848 0.05 -0.03 0.11
N 0.760 0.911 2.172 0.07 -0.02 0.05
H 1.176 1.730 4.594 0.00 0.01 0.00
H 0.867 2.940 3.548 0.00 0.01 0.00
H 2.607 1.911 -0.235 0.00 0.00 -0.03
F -0.241 1.806 -1.923 -0.02 -0.11 -0.16
B -0.924 1.918 -3.203 -0.04 0.01 0.14
F -0.550 3.112 -3.790 0.04 0.09 -0.05
F -0.575 0.820 -3.995 0.01 -0.04 0.02
F -2.312 1.888 -2.960 0.06 -0.10 0.02
C 1.169 -0.797 -1.379 0.43 0.46 0.26
C 2.068 -1.202 -2.299 -0.30 -0.29 -0.15
C 1.902 -2.435 -3.055 -0.03 0.02 -0.02
C 2.886 -2.905 -3.888 0.02 0.00 -0.01
C 4.097 -2.228 -4.087 -0.02 -0.04 -0.02
C 4.241 -0.995 -3.432 0.00 0.05 0.03
C 3.288 -0.474 -2.595 0.07 0.00 0.00
H 0.984 -3.002 -2.938 0.01 -0.01 0.00
H 2.705 -3.839 -4.415 0.00 0.00 0.00
H 4.859 -2.610 -4.755 0.00 0.00 0.00
H 5.138 -0.405 -3.605 0.00 0.00 0.00
H 3.437 0.497 -2.144 0.01 0.00 0.04
F -1.902 3.020 6.051 0.00 0.00 0.00
C -2.017 2.573 4.785 0.00 0.00 0.01
C -1.921 1.225 4.503 -0.03 -0.02 0.00
F -1.694 0.354 5.506 0.01 0.01 -0.01
C -2.051 0.781 3.203 0.03 -0.03 0.02
F -1.933 -0.546 3.015 -0.07 0.06 0.05
C -2.269 1.627 2.116 0.02 0.01 -0.01
S -2.415 1.091 0.463 0.00 -0.02 0.04
C -2.368 2.982 2.450 -0.01 -0.01 0.00
F -2.582 3.900 1.500 0.00 0.00 -0.01
C -2.245 3.453 3.745 0.02 0.00 0.01
F -2.350 4.769 4.007 -0.01 0.00 0.00


What did the second record say?
9
Properties=species:S:1:pos:R:3:forces:R:3 method="wB97M-V/def2-TZVPD" homo_energy_ev="-8.70 / -7.38" lumo_ev="0.683 / -0.352" homo_lumo_gap_ev="9.38 / 7.03"
C -0.111 -1.460 0.069 -0.76 1.31 0.37
C -0.440 1.400 0.320 -0.46 -0.64 -0.49
O 1.195 -1.340 -0.010 1.14 -0.19 -0.30
F -1.566 1.635 -0.399 0.34 -0.06 0.16
Br 1.130 1.686 -0.711 -0.02 0.20 0.03
H -0.750 -1.357 -0.791 0.00 -0.02 -0.21
H -0.494 -1.783 1.020 0.01 -0.21 0.06
H -0.451 1.975 1.240 0.12 -0.11 0.10
H 1.489 -0.756 -0.738 -0.35 -0.29 0.27